(1)
{
  "formula": "C4H11NS",
  "method": "ωB97M-V with the def2-TZVPD basis set",
  "elements": ["H", "H", "H", "N", "H", "H", "H", "C", "H", "H", "H", "C", "C", "H", "C", "H", "S"],
  "xyz": [[2.90, -1.83, 0.29], [-2.75, -2.07, -0.28], [3.05, 1.12, -0.67], [-3.22, -0.12, -0.87], [-1.78, 1.29, -0.71], [1.34, 0.90, -1.09], [-1.78, -0.86, 0.50], [-2.26, -1.13, -0.45], [1.36, -1.43, -0.49], [-3.61, 1.74, -1.28], [-1.47, -1.21, -1.20], [1.91, -1.40, 0.46], [2.02, 1.30, -0.35], [1.90, 2.33, -0.04], [-2.82, 1.07, -0.97], [1.41, -2.09, 1.14], [1.75, 0.24, 1.14]],
  "de_lowest_kj_mol": 146.1,
  "smiles": "C=NC.CSC"
}

---

(2)
{
  "formula": "C40H38BeN5Sb",
  "method": "ωB97M-V with the def2-TZVPD basis set",
  "elements": ["H", "C", "C", "H", "H", "H", "C", "H", "C", "H", "H", "C", "H", "H", "C", "C", "H", "H", "C", "C", "C", "H", "H", "H", "C", "C", "C", "C", "H", "N", "H", "C", "C", "C", "H", "C", "H", "H", "C", "H", "C", "C", "C", "C", "C", "H", "H", "H", "H", "C", "H", "H", "C", "H", "C", "N", "C", "C", "C", "C", "C", "C", "H", "C", "N", "H", "H", "Sb", "C", "Be", "H", "C", "N", "H", "C", "H", "N", "H", "H", "H", "C", "C", "H", "H", "C"],
  "xyz": [[5.76, 11.04, 14.50], [7.40, 11.22, 13.09], [13.59, 18.75, 9.31], [5.19, 13.44, 14.44], [16.40, 15.54, 17.92], [8.88, 14.17, 12.28], [14.44, 17.88, 10.10], [15.28, 13.34, 17.89], [11.81, 19.48, 13.35], [10.28, 6.45, 9.90], [15.71, 15.26, 9.96], [9.57, 7.24, 9.95], [13.51, 13.32, 18.07], [6.41, 14.22, 7.83], [13.03, 15.82, 18.37], [6.17, 13.08, 14.09], [17.31, 18.34, 8.40], [16.42, 17.29, 10.46], [14.06, 17.28, 11.46], [11.91, 18.38, 14.17], [12.48, 19.18, 12.19], [12.26, 15.04, 18.60], [12.52, 18.77, 9.60], [16.63, 13.35, 11.73], [7.43, 13.83, 7.89], [16.17, 14.29, 11.94], [7.90, 13.31, 9.12], [9.18, 12.76, 9.29], [12.81, 16.66, 19.08], [16.54, 20.79, 6.10], [7.48, 10.14, 12.94], [15.76, 17.80, 9.75], [12.79, 16.23, 16.89], [15.80, 14.68, 13.24], [6.19, 7.59, 10.04], [15.46, 19.28, 7.91], [8.02, 14.21, 5.82], [13.52, 13.72, 15.76], [15.52, 15.17, 11.04], [6.95, 10.01, 10.62], [7.23, 7.90, 10.11], [16.01, 20.06, 6.85], [14.29, 14.37, 16.25], [7.67, 9.21, 10.34], [14.33, 13.93, 17.70], [15.27, 14.26, 15.75], [11.23, 20.36, 13.46], [12.57, 17.32, 16.77], [7.25, 13.33, 10.05], [16.25, 18.41, 8.63], [12.65, 19.87, 11.35], [16.00, 16.50, 15.88], [13.08, 17.89, 12.35], [11.26, 18.14, 14.99], [8.22, 6.89, 9.95], [14.41, 15.21, 18.57], [15.47, 16.09, 17.96], [9.46, 13.08, 6.88], [8.08, 13.50, 12.64], [14.69, 16.06, 11.83], [6.40, 11.75, 13.93], [15.12, 16.56, 16.54], [10.02, 12.84, 5.96], [8.14, 12.09, 12.33], [14.84, 15.67, 13.17], [14.91, 17.62, 16.56], [11.04, 8.82, 9.68], [9.73, 11.51, 10.98], [9.03, 9.54, 10.35], [13.84, 16.32, 14.30], [13.56, 20.31, 7.85], [7.00, 13.98, 13.41], [12.84, 17.45, 13.69], [16.03, 14.16, 14.17], [9.96, 8.59, 9.98], [14.62, 15.06, 19.56], [13.93, 15.82, 16.01], [15.64, 17.04, 18.57], [11.89, 15.77, 16.53], [7.86, 5.89, 9.69], [9.97, 12.57, 8.09], [14.09, 19.45, 8.22], [6.80, 15.05, 13.54], [10.86, 11.98, 8.07], [8.26, 13.77, 6.80]],
  "energy_ev": -56469.0769,
  "total_charge": 2
}

---

(3)
{
  "formula": "C4H14N2O",
  "method": "ωB97M-V with the def2-TZVPD basis set",
  "elements": ["H", "C", "H", "H", "H", "O", "H", "H", "C", "H", "H", "H", "H", "C", "H", "H", "N", "N", "H", "C", "H"],
  "xyz": [[1.11, -1.16, -2.55], [0.20, 0.70, 1.11], [1.48, 0.70, -0.83], [-1.13, 2.28, 2.69], [-1.66, -3.68, -1.43], [-0.81, -3.30, -1.11], [-0.60, 0.83, -1.67], [0.22, 2.79, 3.49], [-0.33, -0.11, -1.20], [1.45, -0.71, 0.13], [-0.65, 0.22, 1.54], [-0.53, -2.44, -1.87], [-1.27, -0.51, -0.85], [0.79, 0.13, -0.17], [-0.25, 3.65, 2.26], [-0.42, -3.94, -0.47], [-0.19, 2.67, 2.55], [0.14, -1.01, -2.30], [1.63, 2.31, 1.50], [0.65, 1.85, 1.63], [-0.44, -0.99, -3.12]],
  "de_lowest_kj_mol": 198.6,
  "total_charge": 2
}

---

(4)
{
  "formula": "C13H4CuO11",
  "method": "ωB97M-V with the def2-TZVPD basis set",
  "elements": ["O", "C", "O", "O", "O", "C", "C", "C", "C", "O", "H", "C", "O", "C", "C", "C", "H", "O", "C", "Cu", "C", "H", "O", "O", "O", "C", "O", "H", "C"],
  "xyz": [[3.50, 2.82, 1.37], [-0.73, 1.33, 1.24], [0.44, 1.14, 1.79], [-3.84, 2.78, 2.29], [0.65, -0.79, 1.19], [-2.96, 2.26, 1.63], [0.31, -3.86, -0.77], [1.45, -1.23, -1.14], [0.94, -3.40, -2.20], [0.02, 1.04, -1.06], [-2.07, 1.90, -1.90], [0.21, -2.88, 0.37], [-0.05, -5.04, -0.78], [-1.74, 1.68, 2.06], [-2.05, 1.90, -0.82], [-0.92, 1.44, -0.25], [-0.28, -3.14, 1.30], [2.18, 1.95, -0.16], [2.91, 1.85, 0.87], [1.25, 0.58, 0.25], [-3.18, 2.35, 0.03], [2.04, -1.74, -3.09], [1.98, -0.02, -1.26], [2.69, 0.74, 1.35], [-4.31, 2.76, -0.29], [1.50, -2.09, -2.22], [0.94, -4.22, -3.11], [-1.59, 1.50, 3.12], [0.74, -1.61, 0.17]],
  "multiplicity": 2,
  "s_squared": 0.767,
  "de_lowest_kj_mol": 668.2,
  "total_charge": -4
}